Computed, not measured: C33H38EuN2O5PSiTe as an isolated structure, with ωB97M-V/def2-TZVPD.

Structure (ORCA input):
```
! wB97M-V def2-TZVPD RIJCOSX def2/J DEFGRID3
* xyz -1 8
Eu -0.556 -0.426 0.769
Te -3.369 0.679 -1.421
P 1.832 1.858 -0.595
Si 1.281 -2.828 -1.687
O 0.522 -1.577 -0.895
O -0.593 1.804 0.381
O 0.239 -1.358 3.542
O -0.905 3.659 3.758
O -0.809 3.914 1.134
N -0.144 -0.140 3.631
N -0.382 2.405 3.775
C 0.043 -0.561 6.053
C 5.656 0.797 0.144
C -3.524 0.255 1.618
C 3.483 1.794 0.157
C 5.719 0.847 1.518
C -5.827 -2.895 -3.847
C 2.933 3.346 -4.229
C -2.870 -2.447 1.554
C -5.787 -0.932 -2.419
C 2.156 2.062 -2.354
C 2.600 -2.198 -2.886
C 1.283 1.309 -3.170
C -3.333 -0.399 0.376
C -0.503 2.718 6.219
C -3.149 -1.831 2.789
C 2.990 3.042 -2.865
C -3.746 -1.722 -3.441
C -6.498 -1.956 -3.047
C -4.417 -0.860 -2.545
C 1.175 3.429 -0.063
C 0.092 -3.685 -2.942
C -0.365 1.816 4.959
C -2.966 -1.767 0.346
C -4.461 -2.755 -4.047
C 4.648 1.430 2.200
C -0.203 3.025 0.526
C 1.920 -4.226 -0.582
C 3.500 1.864 1.554
C -0.180 0.350 4.897
C 2.019 2.663 -5.050
C -3.466 -0.475 2.809
C 4.539 1.224 -0.553
C 1.189 1.688 -4.508
H 4.458 1.108 -1.633
H -3.733 1.334 1.662
H 1.752 3.885 0.739
H -2.415 -3.435 1.557
H 6.612 0.504 2.051
H -7.577 -2.006 -2.940
H -0.098 3.678 5.882
H -0.097 -3.062 -3.838
H -6.320 -0.194 -1.808
H 0.573 -4.631 -3.277
H -0.912 -3.917 -2.533
H 0.708 -1.386 5.736
H 3.093 -3.075 -3.357
H 0.037 2.345 7.081
H 0.756 0.459 -2.749
H -3.628 0.025 3.762
H 2.498 -3.842 0.267
H 2.553 -4.987 -1.126
H 0.477 1.162 -5.153
H 3.695 3.567 -2.206
H -3.051 -2.414 3.687
H -1.574 2.878 6.479
H -3.879 -3.438 -4.657
H -0.938 3.937 2.800
H -0.877 -1.045 6.392
H 0.535 -0.067 6.885
H 3.426 -1.671 -2.385
H 3.682 4.020 -4.613
H 1.022 -4.731 -0.154
H 2.214 -1.550 -3.676
H 4.786 1.594 3.268
H 2.696 2.352 2.078
H 6.472 0.354 -0.401
H -2.721 -2.271 -0.601
H 1.059 4.174 -0.864
H -6.336 -3.741 -4.272
H -2.683 -1.672 -3.526
H 1.967 2.815 -6.119
*
```

As for the gap between HOMO and LUMO (spin up / spin down): 5.594 / 5.600 eV. The calculation puts the HOMO energy (spin up / spin down) at -3.536 / -3.542 eV.

***

Computed, not measured: one molecule with the formula C12H20N2O2, with ωB97M-V/def2-TZVPD.

Structure (ORCA input):
```
! wB97M-V def2-TZVPD RIJCOSX def2/J DEFGRID3
* xyz 0 1
O -0.005 1.995 0.208
O -0.247 0.647 3.506
N -0.122 2.124 1.621
N -0.017 -0.517 -2.901
C -1.228 0.421 -1.036
C -0.099 0.953 2.163
C 1.126 -0.889 -2.064
C -0.861 -2.127 -1.475
C 1.249 0.311 -1.082
C -1.189 -0.752 -2.036
C 0.073 -0.144 1.157
C 0.678 -2.190 -1.441
C -0.531 1.749 4.383
C 0.028 0.620 -0.186
C 0.757 2.331 4.905
C -0.039 -1.153 -4.256
H 0.971 -3.017 -2.076
H 1.361 2.761 4.107
H 0.796 -0.785 -4.829
H -1.435 1.341 -1.620
H -2.147 -0.760 -2.604
H -0.729 -0.875 1.280
H -0.105 -2.252 -4.256
H 0.569 3.110 5.631
H 2.079 -0.979 -2.595
H 1.351 1.579 5.377
H -1.306 -2.313 -0.487
H 1.060 -2.323 -0.410
H -1.156 1.332 5.178
H -1.254 -2.885 -2.158
H 1.012 -0.666 1.372
H -2.088 0.304 -0.374
H -1.134 2.511 3.878
H 1.428 1.213 -1.666
H 2.113 0.134 -0.444
H -0.961 -0.808 -4.766
*
```

As for the gap between HOMO and LUMO: 9.247 eV. Its SMILES is CCOC1=NO[C@]2(C1)C[C@H]1CC[C@@H](C2)N1C. The calculation puts the HOMO energy at -8.410 eV.

***

Computed, not measured: an isolated ion of composition C6H9N2 and charge +1, with ωB97M-V/def2-TZVPD.

Structure (ORCA input):
```
! wB97M-V def2-TZVPD RIJCOSX def2/J DEFGRID3
* xyz 1 1
N 1.554 0.436 0.429
N -2.191 -1.605 0.880
C 2.563 0.089 -0.029
C -1.633 -0.502 0.149
C -3.147 -0.659 0.429
C 3.534 0.121 -0.978
C -0.869 0.724 0.504
C 0.421 1.082 0.708
H -1.616 1.564 0.585
H 3.243 0.920 -1.771
H -3.594 0.126 1.101
H -2.265 -2.560 0.409
H -1.025 -0.706 -0.746
H 3.796 -0.829 -1.464
H -3.704 -0.961 -0.438
H 0.570 2.150 0.711
H 4.363 0.610 -0.480
*
```

As for the gap between HOMO and LUMO: 7.520 eV. Its SMILES is CC#[N+]/C=C\[C@@H]1CN1. The calculation puts the HOMO energy at -12.616 eV.

***

no.,M (g/mol)
1,881.300
2,224.304
3,109.152